{"formula": "C5H6OS", "method": "the ωB97M-V functional and the def2-TZVPD basis", "species": ["C", "C", "C", "C", "C", "H", "H", "H", "H", "H", "H", "O", "S"], "positions_angstrom": [[1.918, -0.442, -0.157], [0.330, -0.860, -0.199], [-0.669, 0.070, -0.279], [-0.467, 1.513, -0.064], [-1.998, -0.503, 0.149], [2.497, -1.211, -0.617], [2.097, -0.370, 1.175], [2.066, 0.925, -0.475], [0.161, -1.942, -0.426], [-1.337, 2.288, 0.561], [-1.902, -1.719, 0.670], [0.683, 1.925, -0.130], [-3.381, 0.328, -0.208]], "forces_ev_per_a": [[-2.60, 3.87, 3.40], [3.57, 1.81, -1.82], [-1.68, -2.66, 2.48], [0.83, 2.22, 2.49], [-0.41, -1.62, -0.80], [0.68, -0.25, -0.09], [-0.26, -0.47, -4.07], [-0.31, -5.22, 0.63], [-0.22, 1.00, 0.91], [1.98, -2.51, -2.28], [-0.62, 3.88, -1.58], [-2.03, 1.22, -0.16], [1.06, -1.26, 0.89]], "lumo_ha": -0.03951, "homo_energy_ev": -8.833, "relative_energy_kcal_mol": 126.6, "spin_multiplicity": 1, "charge": 0, "homo_lumo_gap_ev": 7.8}

=====

{"formula": "C5H6OS2", "method": "the ωB97M-V functional and the def2-TZVPD basis", "species": ["C", "C", "C", "C", "C", "H", "H", "H", "H", "H", "H", "O", "S", "S"], "positions_angstrom": [[-0.675, -0.384, -0.403], [1.973, 0.333, 0.123], [1.137, 1.168, 1.075], [0.101, 0.361, 1.874], [-0.779, 0.704, 0.654], [2.529, 0.986, -0.568], [2.699, -0.278, 0.658], [1.745, 1.890, 1.605], [-0.226, 0.893, 2.759], [0.298, -0.662, 2.092], [-1.837, 1.021, 0.802], [0.082, 1.812, 0.340], [-1.968, -1.177, -0.982], [0.943, -0.788, -0.893]], "forces_ev_per_a": [[-0.12, 0.08, 0.16], [0.21, 0.31, -0.28], [0.11, -0.21, 0.03], [-0.11, 0.73, -0.39], [-0.89, 0.07, 0.11], [-0.27, -0.18, 0.26], [-0.04, -0.05, 0.09], [0.22, 0.11, 0.14], [-0.04, 0.07, 0.08], [0.15, -0.80, 0.12], [0.77, -0.36, -0.15], [-0.06, 0.11, -0.26], [0.21, 0.11, 0.06], [-0.13, 0.01, 0.03]], "lumo_ha": -0.00633, "homo_energy_ev": -8.707, "relative_energy_kcal_mol": 24.6, "spin_multiplicity": 1, "charge": 0, "homo_lumo_gap_ev": 8.5}

=====

{"formula": "C5H6OSi", "method": "the ωB97M-V functional and the def2-TZVPD basis", "species": ["C", "C", "Si", "C", "C", "C", "O", "H", "H", "H", "H", "H", "H"], "positions_angstrom": [[2.846, -0.780, 0.367], [1.836, -0.164, 0.593], [-0.116, 0.490, 0.790], [-1.180, -1.041, 0.657], [-1.986, -1.948, 0.827], [-0.512, 1.404, -0.882], [-0.410, 0.507, -1.948], [3.831, -1.063, 0.632], [-0.399, 0.789, 2.182], [-2.783, -2.583, 0.574], [-1.587, 1.745, -0.790], [0.047, 2.463, -1.130], [0.411, 0.180, -1.872]], "forces_ev_per_a": [[0.52, 0.49, 0.95], [-3.66, 0.99, -0.02], [2.05, -2.33, -1.66], [-0.52, -0.72, 0.68], [1.35, 2.03, -1.09], [-0.50, 3.49, 0.70], [-4.31, 1.80, -0.07], [0.40, -0.52, -0.58], [0.23, 0.93, 0.18], [-0.44, -0.76, 0.34], [0.96, -0.55, -0.19], [-0.92, -2.58, 0.86], [4.85, -2.29, -0.12]], "lumo_ha": 0.02191, "homo_energy_ev": -10.247, "relative_energy_kcal_mol": 21.8, "spin_multiplicity": 1, "charge": 0, "homo_lumo_gap_ev": 10.8, "smiles": "C#C[SiH](C#C)CO"}

=====

{"formula": "C5H6Si", "method": "the ωB97M-V functional and the def2-TZVPD basis", "species": ["C", "C", "C", "C", "Si", "C", "H", "H", "H", "H", "H", "H"], "positions_angstrom": [[-2.234, 0.982, -0.176], [-1.593, 0.048, 0.210], [-0.577, -0.905, 0.546], [0.361, -0.617, -0.741], [1.556, 0.747, -0.200], [0.834, -0.703, 0.867], [-2.410, 1.803, -0.774], [-0.961, -1.914, 0.811], [0.154, -1.369, -1.558], [0.740, 1.847, -0.509], [2.839, 1.592, 0.113], [1.293, -1.511, 1.409]], "forces_ev_per_a": [[0.12, -0.39, 0.40], [0.28, 0.43, 1.47], [-0.29, 0.60, -1.29], [1.38, -2.69, -0.30], [-2.22, -0.91, 1.47], [0.43, 1.32, -0.96], [-0.89, 1.18, -0.71], [0.54, 0.43, -0.79], [1.21, 0.43, 1.19], [-0.82, 1.66, 0.13], [-0.15, -1.94, -0.64], [0.41, -0.11, 0.04]], "lumo_ha": -0.01228, "homo_energy_ev": -8.014, "relative_energy_kcal_mol": 119.1, "spin_multiplicity": 1, "charge": 0, "homo_lumo_gap_ev": 7.7, "smiles": "C#C[C@H]1[C@H]2[SiH2][C@@H]12"}

=====

{"formula": "C5H6Si", "method": "the ωB97M-V functional and the def2-TZVPD basis", "species": ["C", "C", "C", "C", "C", "Si", "H", "H", "H", "H", "H", "H"], "positions_angstrom": [[2.850, 1.250, -0.204], [-0.207, -2.857, -0.265], [1.731, 0.918, -0.063], [0.152, -1.729, 0.118], [-1.847, 1.060, -0.206], [0.165, 0.096, 0.564], [3.768, 1.490, -0.464], [-0.420, -3.880, -0.508], [-2.176, 0.678, -1.245], [-2.552, 0.698, 0.543], [-1.561, 2.159, -0.268], [0.097, 0.117, 1.997]], "forces_ev_per_a": [[-0.69, -0.07, 0.05], [1.25, 2.85, 1.25], [-3.96, -1.59, 1.25], [-1.31, -2.12, -1.23], [2.86, -0.89, -0.94], [-2.12, 0.41, -2.38], [3.76, 1.10, -0.84], [0.02, 0.32, -0.02], [0.88, 0.51, 1.70], [0.09, 0.63, 0.03], [-0.85, -1.43, 0.42], [0.09, 0.28, 0.71]], "lumo_ha": 0.02728, "homo_energy_ev": -9.507, "relative_energy_kcal_mol": 57.1, "spin_multiplicity": 1, "charge": 0, "homo_lumo_gap_ev": 10.2}

=====

{"formula": "C5H7BF4N9PtSTe", "method": "the ωB97M-V functional and the def2-TZVPD basis", "species": ["Pt", "N", "C", "N", "N", "N", "N", "C", "N", "N", "N", "N", "H", "C", "Te", "C", "H", "H", "H", "H", "H", "H", "F", "B", "F", "F", "F", "S", "C"], "positions_angstrom": [[0.884, 1.759, 1.362], [3.791, 2.294, 3.140], [3.589, 3.119, 2.057], [4.420, 4.078, 1.682], [3.866, 4.579, 0.561], [2.772, 3.961, 0.283], [2.561, 3.015, 1.225], [2.791, 1.551, 3.742], [2.906, 1.061, 4.959], [1.754, 0.383, 5.156], [0.990, 0.468, 4.130], [1.625, 1.206, 3.190], [4.540, 2.562, 3.756], [-0.167, 4.457, -0.781], [0.390, 2.430, -1.086], [-1.605, 1.772, -1.390], [-0.874, 4.504, 0.042], [-0.611, 4.852, -1.693], [0.747, 4.988, -0.532], [-1.987, 2.217, -2.306], [-2.210, 2.051, -0.532], [-1.590, 0.688, -1.477], [-4.698, -12.813, -4.993], [-5.202, -11.730, -5.745], [-4.663, -11.776, -7.050], [-6.609, -11.824, -5.817], [-4.840, -10.517, -5.128], [-2.024, 0.149, 1.811], [-0.545, 0.514, 1.434]], "forces_ev_per_a": [[0.95, 0.00, -0.54], [-0.04, 0.07, 0.04], [0.05, -0.06, 0.01], [0.00, 0.02, -0.03], [0.02, -0.06, 0.01], [0.07, 0.02, -0.03], [-0.06, -0.01, 0.12], [-0.01, 0.04, -0.01], [0.06, -0.03, -0.04], [-0.08, 0.02, -0.05], [-0.03, -0.08, 0.08], [-0.07, 0.29, 0.12], [0.01, 0.00, 0.00], [-0.14, 0.10, -0.17], [-0.15, 0.17, 0.59], [-0.03, 0.04, -0.09], [0.00, -0.05, -0.01], [-0.01, 0.01, -0.01], [-0.02, -0.06, 0.00], [0.00, -0.01, -0.01], [0.03, -0.01, -0.01], [-0.01, -0.01, 0.02], [0.00, -0.01, 0.00], [0.00, 0.00, -0.01], [0.00, -0.01, -0.01], [-0.01, 0.00, 0.00], [-0.01, -0.01, -0.01], [-0.17, 0.02, 0.04], [-0.36, -0.41, -0.02]], "lumo_ha": [0.11517, 0.11505], "homo_energy_ev": [-2.080, -4.438], "relative_energy_kcal_mol": 2.3, "spin_multiplicity": 2, "charge": -2, "homo_lumo_gap_ev": [5.2, 7.6]}

=====

{"formula": "C5H7Br", "method": "the ωB97M-V functional and the def2-TZVPD basis", "species": ["C", "C", "C", "C", "C", "Br", "H", "H", "H", "H", "H", "H", "H"], "positions_angstrom": [[1.013, 1.993, -2.191], [0.891, 1.969, -0.902], [-1.220, -0.787, 1.509], [0.217, -1.234, 1.358], [-0.344, -0.420, 0.355], [-0.370, -1.405, -1.422], [1.532, 2.834, -2.832], [0.720, 1.259, -2.825], [-0.379, 0.846, 0.045], [-2.109, -1.589, 1.459], [-1.357, -0.146, 2.286], [0.962, -0.988, 2.147], [0.445, -2.332, 1.013]], "forces_ev_per_a": [[1.92, 3.48, 0.17], [0.32, 0.75, -0.57], [-1.74, -5.05, -2.04], [2.45, -3.56, 2.24], [-1.93, 4.67, -3.65], [-0.51, 0.71, 0.99], [-0.96, -1.32, 1.88], [-1.13, -2.57, -1.53], [1.04, -3.95, 1.23], [2.29, 1.84, -0.20], [-0.45, 2.32, 1.63], [-0.58, 0.45, -0.83], [-0.72, 2.24, 0.69]], "lumo_ha": -0.02271, "homo_energy_ev": -9.625, "relative_energy_kcal_mol": 134.8, "spin_multiplicity": 1, "charge": 0, "homo_lumo_gap_ev": 9.0}

=====

{"formula": "C5H7Br2N4O", "method": "the ωB97M-V functional and the def2-TZVPD basis", "species": ["O", "C", "N", "N", "C", "N", "N", "C", "Br", "C", "Br", "C", "H", "H", "H", "H", "H", "H", "H"], "positions_angstrom": [[0.673, 1.648, 2.318], [0.990, 0.911, 1.411], [2.120, 0.110, 1.296], [2.318, -0.871, 0.462], [1.538, -1.032, -0.499], [0.510, -0.183, -0.903], [-0.721, -0.683, -1.420], [-1.714, -0.559, -0.227], [-1.344, -1.989, 1.088], [-1.336, 0.833, 0.202], [-2.350, 2.102, -1.085], [0.182, 0.886, 0.012], [2.755, 0.173, 2.046], [1.593, -1.924, -1.140], [-0.393, -1.524, -1.803], [-1.010, -0.029, -2.111], [-2.762, -0.709, -0.502], [-1.582, 1.061, 1.256], [0.533, 1.777, -0.399]], "forces_ev_per_a": [[0.47, -1.13, -1.16], [-0.25, -0.45, -1.23], [-1.65, 3.11, 2.18], [0.39, -1.72, -1.33], [-0.85, -2.31, -1.69], [0.32, 1.62, 0.57], [0.80, 0.55, 2.63], [-0.19, -1.20, 0.04], [0.09, 0.90, -0.68], [-0.29, 0.84, 0.33], [0.98, -1.06, 1.15], [-0.27, 0.11, 2.07], [0.92, -0.05, 0.95], [0.59, 0.34, 0.34], [-0.75, -2.36, -0.93], [-0.59, 0.70, -1.28], [0.46, 0.16, -0.35], [-0.27, 0.11, -0.79], [0.08, 1.85, -0.79]], "lumo_ha": -0.15664, "homo_energy_ev": -13.125, "relative_energy_kcal_mol": 0.0, "spin_multiplicity": 1, "charge": 1, "homo_lumo_gap_ev": 8.9, "smiles": "O=C1NN=CN2[NH2+][C@@H](Br)[C@H](Br)[C@@H]12"}

=====

{"formula": "C5H7Br3N", "method": "the ωB97M-V functional and the def2-TZVPD basis", "species": ["C", "C", "C", "C", "C", "N", "Br", "Br", "Br", "H", "H", "H", "H", "H", "H", "H"], "positions_angstrom": [[-1.167, -0.344, -0.530], [-0.435, -1.429, -0.255], [-0.450, 0.854, -0.169], [1.016, 0.495, 0.084], [2.089, -1.777, -0.335], [0.917, -1.038, 0.240], [1.998, -1.578, -2.231], [1.924, -3.711, 0.224], [3.696, -1.115, 0.420], [-2.153, -0.368, -0.850], [-0.519, -2.459, -0.181], [-0.593, 1.900, -0.647], [-0.851, 1.212, 0.822], [1.534, 0.740, -0.751], [1.488, 0.840, 0.887], [0.849, -0.991, 1.298]], "forces_ev_per_a": [[1.88, -2.06, 0.31], [0.47, 2.14, -0.22], [-0.01, 4.63, 2.33], [-3.80, -2.33, -2.33], [-0.38, -1.46, 0.64], [-0.32, 1.91, 1.60], [0.14, -0.16, -0.02], [-0.08, 1.17, -0.43], [0.26, 0.26, 0.08], [-1.68, -0.07, -0.55], [-0.97, -1.68, -0.34], [0.32, -2.17, -0.36], [-0.02, -0.68, -0.40], [1.93, 0.34, -2.58], [1.55, 1.68, 3.40], [0.71, -1.52, -1.12]], "lumo_ha": -0.14982, "homo_energy_ev": -14.311, "relative_energy_kcal_mol": 10.5, "spin_multiplicity": 1, "charge": 1, "homo_lumo_gap_ev": 10.2}